# 1
Entry from the Open Molecules 2025 dataset: 5 unconnected molecules or ions with the total composition C4H14O4 (wB97M-V/def2-TZVPD).

Last column: natural (NBO) charge in e.
CARTESIAN COORDINATES (ANGSTROEM)
1 C 0.10312 -2.70308 -0.31516  -0.38
2 C 0.15579 -1.60218 -1.06265  -0.23
3 C 1.04332 -0.44885 -0.82788  -0.24
4 C 1.78915 -0.00945 -1.84912  -0.39
5 H 0.64132 -2.78030 0.62783  0.21
6 H -0.46940 -3.57073 -0.64764  0.20
7 H -0.52846 -1.52718 -1.90095  0.21
8 H 1.18977 0.10742 0.08448  0.24
9 H 2.38567 0.89229 -1.83000  0.20
10 H 1.58278 -0.40970 -2.84204  0.18
11 O 0.43983 2.17576 1.21360  -0.99
12 H 0.68686 2.99634 1.65296  0.48
13 H -0.22129 2.47373 0.55146  0.51
14 O 0.37853 -0.57954 2.43604  -0.98
15 H 0.96202 -0.67172 3.19695  0.48
16 H 0.40007 0.37555 2.26283  0.50
17 O -1.24413 2.10777 -1.14985  -0.98
18 H -0.53620 1.71267 -1.67470  0.48
19 H -1.54689 1.37464 -0.58345  0.50
20 O -2.03499 -0.06404 0.49227  -0.97
21 H -1.27206 -0.44896 0.94511  0.50
22 H -2.58203 -0.81017 0.23394  0.48

## Properties
Frontier orbital gap: 9.8 eV
DFT total energy: -461.721552 a.u.
SMILES string: C=CC=C.O.O.O.O
2S+1: 1

# 2
Entry from the Open Molecules 2025 dataset: 3 unconnected molecules or ions with the total composition C4H14O4 (wB97M-V/def2-TZVPD).

Last column: natural (NBO) charge in e.
CARTESIAN COORDINATES (ANGSTROEM)
1 O 1.71338 -0.05946 -0.16518  -0.75
2 C 1.23334 -0.40833 -1.48932  -0.07
3 C -0.00665 -1.28835 -1.54868  -0.43
4 C -1.31553 -0.53827 -1.25619  -0.45
5 C -1.40141 -0.08445 0.19841  -0.08
6 O -1.35211 1.36523 0.33055  -0.79
7 H 1.13190 0.54687 0.29905  0.48
8 H 1.11057 0.50921 -2.06881  0.16
9 H 2.13357 -0.92149 -1.83861  0.19
10 H -0.04481 -1.68161 -2.56883  0.22
11 H 0.09045 -2.13184 -0.86278  0.22
12 H -2.20772 -1.12605 -1.52782  0.21
13 H -1.45303 0.21426 -2.03799  0.21
14 H -0.47131 -0.36502 0.67139  0.21
15 H -2.36849 -0.37930 0.59870  0.19
16 H -1.89226 1.90515 -0.23936  0.49
17 O 0.56694 1.84086 2.17991  -0.99
18 H 1.01693 2.59455 1.74866  0.48
19 H -0.29886 1.76547 1.74683  0.50
20 O 1.17322 -0.93099 2.79794  -0.96
21 H 1.65402 -0.79023 1.98179  0.47
22 H 0.98787 -0.03620 3.05036  0.48

## Properties
Frontier orbital gap: 10.9 eV
DFT total energy: -461.733343 a.u.
SMILES string: OCCCCO.O.O
2S+1: 1

# 3
Entry from the Open Molecules 2025 dataset: 4 unconnected molecules or ions with the total composition C4H14O4 (wB97M-V/def2-TZVPD).

Last column: natural (NBO) charge in e.
CARTESIAN COORDINATES (ANGSTROEM)
1 C -0.18837 -0.87606 0.57392  0.20
2 C -1.12201 -0.06408 -0.13439  0.02
3 C -1.68907 -1.24361 1.10742  -0.77
4 C -1.41196 -0.11569 -1.59069  -0.66
5 O 0.64329 -0.35593 1.45584  -0.79
6 H 0.22981 -1.74243 0.06285  0.19
7 H -1.13221 0.92238 0.33772  0.27
8 H -2.76250 -1.22244 0.87357  0.31
9 H -1.79772 -0.91048 2.15224  0.28
10 H -1.65181 -2.31421 1.45167  0.31
11 H -1.53312 -1.10512 -2.05770  0.23
12 H -0.44942 0.22228 -1.99895  0.30
13 H -2.21972 0.53338 -1.92945  0.24
14 H 0.82734 2.18870 -1.28936  0.51
15 H 0.41492 3.34423 -2.26770  0.47
16 O 0.08800 2.55167 -1.83866  -1.00
17 H 2.21352 -1.02081 1.14265  0.49
18 H 3.45376 -1.87440 1.60980  0.46
19 O 3.16713 -1.19525 0.99449  -0.98
20 H 1.93915 2.18622 0.53964  0.47
21 H 1.42194 0.64846 0.75622  0.51
22 O 1.55903 1.44319 0.04889  -1.04

## Properties
Frontier orbital gap: 9.4 eV
DFT total energy: -461.624882 a.u.
2S+1: 1

# 4
Entry from the Open Molecules 2025 dataset: 3 unconnected molecules or ions with the total composition C4H14O4 (wB97M-V/def2-TZVPD).

Last column: natural (NBO) charge in e.
CARTESIAN COORDINATES (ANGSTROEM)
1 C -0.05911 1.90272 1.90814  -0.64
2 C -0.54847 1.44025 0.53565  0.10
3 O -1.44309 0.29727 0.66778  -0.78
4 C 0.59365 1.02112 -0.37824  -0.44
5 C 0.16188 0.43616 -1.71478  -0.07
6 O 1.22673 -0.33570 -2.27777  -0.75
7 H -0.54724 2.80122 2.28585  0.22
8 H 0.99577 2.15335 1.82759  0.22
9 H -0.22872 1.11268 2.63644  0.21
10 H -1.19525 2.19709 0.07531  0.17
11 H -2.10963 0.37429 1.36566  0.48
12 H 1.10278 1.98665 -0.53474  0.21
13 H 1.33655 0.38448 0.09668  0.22
14 H -0.68360 -0.23620 -1.55415  0.17
15 H -0.15562 1.14958 -2.47343  0.18
16 H 1.06480 -1.24249 -1.96412  0.50
17 O -0.36946 -2.34157 1.12489  -0.96
18 H -0.79878 -1.73865 0.50996  0.50
19 H 0.08329 -1.74108 1.71728  0.47
20 O 0.45338 -2.85218 -1.38802  -0.97
21 H 0.45732 -3.18867 -0.48809  0.51
22 H 0.66282 -3.58031 -1.97789  0.48

## Properties
Frontier orbital gap: 10.3 eV
DFT total energy: -461.748763 a.u.
SMILES string: C[C@H](O)CCO.O.O
2S+1: 1

# 5
Entry from the Open Molecules 2025 dataset: 4 unconnected molecules or ions with the total composition C4H14O4 (wB97M-V/def2-TZVPD).

Last column: natural (NBO) charge in e.
CARTESIAN COORDINATES (ANGSTROEM)
1 C 1.02215 2.22022 -0.20761  -0.65
2 C 0.67602 1.17641 -1.28645  -0.34
3 C -0.44377 0.41639 -1.15162  0.33
4 C -1.16496 -0.28440 -2.32363  -0.67
5 O -1.12747 0.34506 0.03040  -0.73
6 H 0.07289 2.28369 0.48243  0.20
7 H 1.91508 2.08660 0.41482  0.22
8 H 1.09843 3.22374 -0.61179  0.22
9 H 1.05003 1.44299 -2.28860  0.21
10 H -2.21830 0.01939 -2.38475  0.23
11 H -0.64229 -0.02731 -3.24906  0.23
12 H -1.26079 -1.36458 -2.18121  0.22
13 H -0.52963 0.66203 0.72802  0.53
14 O 1.47053 -1.12313 1.07250  -1.01
15 H 0.97280 -1.96498 0.84144  0.52
16 H 2.03049 -0.92595 0.30616  0.48
17 O -0.64917 -2.24385 0.36899  -0.99
18 H -1.12667 -1.43637 0.01275  0.51
19 H -1.32823 -2.92128 0.46531  0.48
20 O 0.07799 0.23868 2.63957  -0.96
21 H 1.00758 0.15376 2.36957  0.49
22 H -0.20238 -0.60737 2.26863  0.47

## Properties
Frontier orbital gap: 9.3 eV
DFT total energy: -461.727616 a.u.
SMILES string: C/C=C(/C)O.O.O.O
2S+1: 1

# 6
Entry from the Open Molecules 2025 dataset: 3 unconnected molecules or ions with the total composition C4H14O5 (wB97M-V/def2-TZVPD).

Last column: Löwdin spin population.
CARTESIAN COORDINATES (ANGSTROEM)
1 C -19.26461 -3.61193 -17.91872  0.00
2 C -18.01410 -4.42323 -17.64927  0.00
3 O -16.85405 -3.65339 -17.77408  0.00
4 O -20.46153 -4.32843 -17.95348  0.00
5 H -19.06465 -3.20557 -18.91018  0.00
6 H -19.36000 -2.81251 -17.18392  0.00
7 H -17.96663 -5.38095 -18.16754  0.00
8 H -18.04624 -4.84875 -16.64628  0.00
9 H -16.67758 -3.17907 -16.95832  0.00
10 H -20.42431 -4.79095 -18.79389  0.00
11 C -13.87251 -0.20649 -21.56162  0.13
12 C -15.23287 0.38785 -21.89547  0.15
13 O -16.16532 -0.44201 -22.51365  0.46
14 O -14.09099 -1.29854 -20.67088  0.15
15 H -13.10118 0.46714 -21.18829  0.00
16 H -13.49190 -0.65794 -22.47783  0.02
17 H -15.14088 1.21312 -22.60156  0.00
18 H -15.62728 0.70620 -20.93048  0.05
19 H -16.30544 -1.12289 -21.85155  0.01
20 H -13.70792 -1.09129 -19.81537  0.00
21 O -16.41242 -2.56660 -20.41987  0.02
22 H -16.35074 -3.11037 -19.63453  0.00
23 H -15.50962 -2.30678 -20.60337  0.00

## Properties
<S²>: 0.76
Frontier orbital gap (spin up / spin down): 9.0 / 2.4 eV
DFT total energy: -536.580417 a.u.
Net charge: +1
2S+1: 2

# 7
Entry from the Open Molecules 2025 dataset: a molecular structure, C4H14O8Zn (wB97M-V/def2-TZVPD).

Last column: natural (NBO) charge in e.
CARTESIAN COORDINATES (ANGSTROEM)
1 Zn 0.78813 -0.06408 -0.14699  1.71
2 C 0.61834 4.03091 -0.18783  -0.74
3 C 0.61545 2.49635 -0.08621  0.78
4 O -0.36763 1.86106 -0.47468  -0.76
5 O 1.67313 1.92758 0.22593  -0.83
6 H 1.61230 4.45820 -0.05529  0.22
7 H 0.03788 4.56933 0.56136  0.23
8 H 0.33407 4.47690 -1.14092  0.23
9 C -2.11899 -3.27069 0.12894  -0.73
10 C -0.82233 -2.68079 -0.44422  0.78
11 O -0.69310 -1.46971 -0.59615  -0.91
12 O 0.13173 -3.38302 -0.74128  -0.74
13 H -2.93199 -3.30362 -0.59633  0.23
14 H -2.40098 -2.63610 0.96911  0.21
15 H -2.07127 -4.25946 0.58517  0.22
16 O 1.37710 -0.01144 -2.06672  -0.98
17 H 2.18551 0.50071 -2.08679  0.50
18 H 1.20763 -0.22840 -2.98347  0.52
19 O -2.94852 0.43505 0.55457  -0.96
20 H -2.74934 1.26548 0.12220  0.48
21 H -2.14845 -0.08207 0.46122  0.48
22 O 2.27493 -1.21724 0.27783  -1.00
23 H 3.02661 -1.00279 0.83029  0.50
24 H 2.39852 -2.13909 0.05170  0.53
25 O 0.35948 -0.19972 1.90606  -0.98
26 H 0.02918 -0.71983 2.63861  0.51
27 H 0.58262 0.64647 2.29389  0.50

## Properties
Frontier orbital gap: 8.0 eV
DFT total energy: -2542.135086 a.u.
2S+1: 1

# 8
Entry from the Open Molecules 2025 dataset: 2 unconnected molecules or ions with the total composition C4H14OSSi2 (wB97M-V/def2-TZVPD).

Last column: natural (NBO) charge in e.
CARTESIAN COORDINATES (ANGSTROEM)
1 C 0.32038 0.86074 3.19041  -1.15
2 C -2.41444 -0.86697 2.60391  -1.15
3 C 1.32315 -1.46285 -3.31770  -1.12
4 C 0.87766 1.63455 -2.27567  -1.10
5 O 1.93044 -0.61876 0.23207  -1.01
6 Si -1.12792 0.42750 2.13155  1.32
7 Si 0.39974 -0.20227 -2.32159  1.23
8 S 0.44476 -0.89842 -0.17239  0.35
9 H 1.09071 1.35883 2.67685  0.27
10 H 0.20934 1.35730 4.13942  0.26
11 H 0.73092 -0.04824 3.43844  0.25
12 H -3.11896 -0.59043 3.46797  0.26
13 H -3.04418 -1.28932 1.87245  0.26
14 H -1.84059 -1.75362 2.84895  0.25
15 H 1.31008 -1.17820 -4.45447  0.25
16 H 2.26901 -1.74973 -2.92390  0.26
17 H 0.54227 -2.35378 -3.29126  0.25
18 H 1.88200 1.81665 -1.97727  0.25
19 H 0.83493 2.18517 -3.19739  0.24
20 H 0.23070 2.23345 -1.68187  0.24
21 H -1.87276 1.55502 1.60737  -0.21
22 H -0.97726 -0.41660 -2.59587  -0.21

## Properties
Frontier orbital gap (spin up / spin down): 6.4 / 6.7 eV
DFT total energy: -1213.116707 a.u.
2S+1: 1

# 9
Entry from the Open Molecules 2025 dataset: a molecular structure, C4H15CdNO5 (wB97M-V/def2-TZVPD).

Last column: natural (NBO) charge in e.
CARTESIAN COORDINATES (ANGSTROEM)
1 Cd -0.90997 -0.99359 2.27637  1.78
2 O -2.79250 -0.80121 1.27659  -1.33
3 H -2.77875 -1.27197 0.43372  0.40
4 O -1.39798 -2.88458 3.18500  -1.34
5 H -1.79047 -3.62236 2.70544  0.40
6 O -1.06481 0.07596 4.15682  -1.34
7 H -1.73611 0.76728 4.19412  0.40
8 O 1.16319 -1.56344 2.20194  -1.35
9 H 2.07758 -1.64825 1.91787  0.41
10 C 0.14937 -1.25354 -1.01962  -0.63
11 C 0.77392 -0.04068 -0.35386  -0.11
12 C 1.25133 0.97668 -1.36965  -0.07
13 O 0.13688 1.51804 -2.06326  -0.55
14 C 0.52099 2.48513 -2.99741  -0.24
15 N -0.23316 0.53972 0.63001  -0.80
16 H 0.27998 -2.10612 -0.34897  0.26
17 H 0.72310 -1.51698 -1.92338  0.16
18 H -0.90109 -1.17884 -1.29361  0.21
19 H 1.61841 -0.37647 0.24880  0.24
20 H 1.94700 0.51151 -2.08690  0.15
21 H 1.78073 1.81612 -0.88697  0.15
22 H -0.39905 2.91129 -3.40598  0.18
23 H 1.11333 2.02749 -3.79826  0.15
24 H 1.03208 3.32659 -2.50773  0.15
25 H 0.31184 1.36899 0.89309  0.34
26 H -0.87584 0.93324 -0.06421  0.36

## Properties
Frontier orbital gap: 4.0 eV
DFT total energy: -759.945311 a.u.
Net charge: -2
2S+1: 1

# 10
Entry from the Open Molecules 2025 dataset: 2 unconnected molecules or ions with the total composition C4H15N2O (wB97M-V/def2-TZVPD).

Last column: natural (NBO) charge in e.
CARTESIAN COORDINATES (ANGSTROEM)
1 C -2.65592 -0.46341 0.68523  -0.62
2 C -1.17621 -0.17658 0.47373  -0.05
3 C -0.67099 -0.87821 -0.79066  -0.43
4 C 0.84883 -0.87561 -1.04386  -0.22
5 N 1.37649 0.53492 -1.17849  -0.74
6 N -0.89876 1.26051 0.34264  -0.89
7 H -2.79349 -1.53957 0.81817  0.23
8 H -3.01390 -0.02252 1.62724  0.23
9 H -3.24110 0.00703 -0.09799  0.22
10 H -0.58013 -0.50662 1.32861  0.20
11 H -1.06976 -1.88281 -0.95013  0.26
12 H -1.12321 -0.30406 -1.60337  0.20
13 H 0.89535 -1.27619 -2.06103  0.22
14 H 1.40878 -1.42345 -0.29345  0.25
15 H 1.27701 0.89708 -2.12713  0.43
16 H 0.66818 1.09683 -0.61022  0.46
17 H 2.28335 0.81346 -0.77905  0.47
18 H -1.37008 1.80100 -0.37428  0.39
19 H -0.92198 1.76856 1.21119  0.39
20 H 1.92933 0.83606 1.74389  0.48
21 H 3.08783 -0.10032 1.96511  0.50
22 O 2.56564 0.30478 1.24854  -0.97

## Properties
Frontier orbital gap: 10.8 eV
DFT total energy: -345.926275 a.u.
Net charge: +1
2S+1: 1

# 11
Entry from the Open Molecules 2025 dataset: 2 unconnected molecules or ions with the total composition C4H15N2O (wB97M-V/def2-TZVPD).

Last column: natural (NBO) charge in e.
CARTESIAN COORDINATES (ANGSTROEM)
1 C -1.23048 -0.56092 0.55751  -0.18
2 C 0.00102 -1.42648 0.13408  -0.47
3 C 0.93039 -0.61933 -0.86117  -0.41
4 C 0.23360 -0.09781 -2.10361  -0.23
5 N -0.51567 -1.03002 -2.81599  -0.84
6 N -0.71084 0.92710 1.01202  -0.71
7 H -2.06419 -0.39693 -0.14491  0.25
8 H -1.60559 -0.90770 1.52983  0.23
9 H -0.38899 -2.33068 -0.43865  0.27
10 H 0.73689 -1.76210 0.97415  0.24
11 H 1.45289 0.28719 -0.38043  0.20
12 H 1.88393 -1.30114 -1.20606  0.24
13 H 1.12409 0.53808 -2.48225  0.17
14 H -0.47140 0.65510 -1.85286  0.16
15 H 0.15474 -1.84084 -3.08125  0.36
16 H -0.91386 -0.65639 -3.70886  0.39
17 H -0.62789 1.62696 0.37175  0.42
18 H 0.13204 0.88892 1.51744  0.45
19 H -1.41787 1.42878 1.75169  0.45
20 H 1.53184 1.56184 3.83973  0.48
21 H 1.45551 2.83160 3.05449  0.49
22 O 0.99953 2.04062 3.31539  -0.96

## Properties
Frontier orbital gap: 9.4 eV
DFT total energy: -345.850513 a.u.
Net charge: +1
2S+1: 1

# 12
Entry from the Open Molecules 2025 dataset: 3 unconnected molecules or ions with the total composition C4H15N2O (wB97M-V/def2-TZVPD).

Last column: natural (NBO) charge in e.
CARTESIAN COORDINATES (ANGSTROEM)
1 N 1.48352 0.75521 -0.00043  -0.48
2 C 0.74704 0.84496 -1.15776  -0.29
3 C -0.80803 0.79497 -0.83922  -0.24
4 N -1.17510 -0.10664 0.17526  -0.23
5 C -0.24374 -1.07922 0.40206  -0.27
6 C -2.60382 -0.29556 0.41376  -0.41
7 H -0.11038 5.27963 5.58000  0.01
8 H 1.56783 1.61476 0.53506  0.39
9 H -0.58337 4.78548 5.30225  -0.01
10 H 1.11933 0.12845 -1.87308  0.24
11 H 0.76636 1.87278 -1.58875  0.28
12 H -1.33271 0.60874 -1.76121  0.27
13 H -1.08388 1.77089 -0.41838  0.24
14 H 0.14128 -1.55301 -0.51776  0.29
15 H -0.46219 -1.72196 1.24239  0.26
16 H 0.67699 -0.39339 0.67247  0.27
17 H -3.05147 -0.81164 -0.42890  0.23
18 H -3.11545 0.66512 0.51358  0.24
19 H -2.71675 -0.92666 1.28961  0.24
20 H 2.25534 -0.94003 -0.03706  0.48
21 H 3.03755 -2.26770 0.00625  0.49
22 O 2.25752 -1.84169 -0.35296  -0.98

## Properties
Frontier orbital gap: 6.7 eV
DFT total energy: -345.691985 a.u.
Net charge: +1
2S+1: 1

Record-wise energy relative to the best compared isomer or geometry (same formula, charge and spin) values, in kJ/mol: 91.2; 60.2; 345.0; 19.7; 75.2; 46.6; 98.9; 225.6; 158.9; 51.0; 249.9; 666.1
Record-wise strongest force on any atom values, in eV/Å: 1.57; 2.61; 5.18; 1.75; 2.43; 3.64; 5.54; 3.60; 3.81; 1.81; 6.04; 2.68